DFT (ωB97M-V with the def2-TZVPD basis set) results for the molecule C6H9N.

## Properties
* ΔE to the lowest compared entry with this formula, charge and spin: 0.4755 eV
* SMILES: CCc1cc[nH]c1
* frontier orbital gap: 9.3 eV
* lowest unoccupied orbital energy: 0.040 Eh
* F_max: 1.2 eV/Å

Geometry as ORCA input:
```
! RIJCOSX wB97M-V def2-TZVPD def2/J DEFGRID3
* xyz 0 1
C 2.21532 0.30395 -1.39678
C 1.73950 0.11466 0.05786
C 0.25510 0.08886 0.22010
C -0.63353 0.89861 0.85810
N -1.87750 0.29598 0.80089
C -1.79443 -0.86233 0.06922
C -0.48749 -1.03707 -0.30192
H 3.29711 0.48204 -1.35940
H 2.10261 -0.61052 -1.98150
H 1.81341 1.15340 -1.94465
H 2.11910 -0.83903 0.42716
H 2.24203 0.90773 0.61399
H -0.45902 1.74684 1.49563
H -2.73040 0.82004 0.90787
H -2.63374 -1.53266 -0.00598
H -0.12842 -1.81054 -0.95966
*
```

Want to see where the charge sits? The Löwdin charges in e are: -0.11 -0.22 -0.27 -0.08 -0.01 -0.13 -0.05 0.06 0.06 0.07 0.11 0.10 0.11 0.14 0.10 0.10



DFT (ωB97M-V with the def2-TZVPD basis set) results for the molecule C6H9N.

## Properties
* ΔE to the lowest compared entry with this formula, charge and spin: 0.2073 eV
* SMILES: Cc1cc[nH]c1C
* frontier orbital gap: 8.9 eV
* lowest unoccupied orbital energy: 0.039 Eh
* F_max: 0.5 eV/Å

Geometry as ORCA input:
```
! RIJCOSX wB97M-V def2-TZVPD def2/J DEFGRID3
* xyz 0 1
C -1.35367 1.44135 -0.06379
C -0.07526 0.65903 -0.07221
C 0.09536 -0.69358 0.08102
C -0.99186 -1.67251 0.41180
C 1.48446 -0.96920 -0.11399
C 2.10718 0.21652 -0.37668
N 1.16090 1.21344 -0.35591
H -2.09715 0.95116 -0.70852
H -1.20143 2.45336 -0.45232
H -1.79541 1.51820 0.93807
H -0.57910 -2.67351 0.57727
H -1.74903 -1.74446 -0.38074
H -1.50531 -1.36815 1.33214
H 1.96051 -1.94035 -0.11201
H 3.13011 0.45878 -0.62818
H 1.40971 2.14991 -0.07594
*
```

Want to see where the charge sits? The Löwdin charges in e are: -0.03 -0.29 -0.26 -0.06 -0.06 -0.14 0.04 0.08 0.07 0.08 0.07 0.08 0.08 0.10 0.10 0.15



DFT (ωB97M-V with the def2-TZVPD basis set) results for a cluster of 2 separate species, C6H9N in total.

## Properties
* ΔE to the lowest compared entry with this formula, charge and spin: 6.5878 eV
* frontier orbital gap: 8.3 eV
* lowest unoccupied orbital energy: 0.038 Eh
* F_max: 3.9 eV/Å

Geometry as ORCA input:
```
! RIJCOSX wB97M-V def2-TZVPD def2/J DEFGRID3
* xyz 0 1
C -1.81001 0.60864 0.28038
C -0.66035 0.28880 -0.51058
C -2.64467 1.26454 1.10872
C 2.66063 0.86920 0.09477
C 2.44860 -0.39535 0.55996
C -1.93946 -1.83560 -0.52245
N -1.50731 -0.67777 -0.27950
H -3.50548 0.74867 1.37410
H -2.61689 2.32797 1.05669
H 2.49035 1.80767 0.62429
H 1.74351 -0.68289 1.25931
H 2.81751 -1.19840 -0.05119
H 0.07251 0.34782 -1.25112
H -2.70722 -2.30523 0.05624
H 3.45895 0.80680 -0.62403
H -1.40211 -2.45190 -1.32641
*
```

Want to see where the charge sits? The Löwdin charges in e are: -0.20 0.03 0.03 -0.07 -0.07 0.00 -0.15 0.02 0.04 0.05 0.02 0.04 0.09 0.06 0.03 0.10



DFT (ωB97M-V with the def2-TZVPD basis set) results for the molecule C6H9N.

## Properties
* ΔE to the lowest compared entry with this formula, charge and spin: 2.9569 eV
* SMILES: C#CC[C@]1(C)CN1
* frontier orbital gap: 10.6 eV
* lowest unoccupied orbital energy: 0.038 Eh
* F_max: 1.1 eV/Å

Geometry as ORCA input:
```
! RIJCOSX wB97M-V def2-TZVPD def2/J DEFGRID3
* xyz 0 1
C 0.48715 -0.63239 1.36117
C 0.51382 0.09022 0.01467
C -0.04424 -0.70190 -1.15637
C -1.48626 -0.77497 -0.99131
C -2.63830 -0.62229 -0.67577
C 0.44639 1.56791 -0.05235
N 1.69872 0.85510 -0.32979
H -0.51857 -0.98719 1.59250
H 0.80785 0.02239 2.17779
H 1.15507 -1.50443 1.36565
H 0.36226 -1.71059 -1.21259
H 0.16804 -0.17290 -2.08567
H -3.66733 -0.57679 -0.45659
H 0.04365 2.12119 -0.91069
H 0.36593 2.12332 0.88124
H 2.30581 0.90333 0.47812
*
```

Want to see where the charge sits? The Löwdin charges in e are: -0.02 -0.53 -0.15 -0.15 0.12 -0.11 0.04 0.08 0.08 0.09 0.12 0.12 0.02 0.11 0.11 0.09



DFT (ωB97M-V with the def2-TZVPD basis set) results for the molecule C6H9N.

## Properties
* ΔE to the lowest compared entry with this formula, charge and spin: 6.7127 eV
* frontier orbital gap: 8.1 eV
* lowest unoccupied orbital energy: 0.013 Eh
* F_max: 0.5 eV/Å

Geometry as ORCA input:
```
! RIJCOSX wB97M-V def2-TZVPD def2/J DEFGRID3
* xyz 0 1
C 0.98008 -1.43029 0.47273
C -0.16442 -0.49138 0.21728
C -0.06975 0.74237 -0.30210
C 1.26770 1.53535 -0.46653
C -0.80112 1.87896 -0.62042
C -2.59024 -0.65435 -0.00283
N -1.45634 -1.04647 0.52554
H 1.94079 -0.92523 0.35713
H 0.96595 -2.27916 -0.22627
H 0.95392 -1.84839 1.48788
H 1.25457 2.39907 -1.15095
H 1.96594 0.82216 -0.89505
H 1.59810 1.90249 0.50592
H -0.86098 2.02272 -1.71237
H -3.37702 -1.24710 0.51625
H -1.39669 -1.74336 1.27411
*
```

Want to see where the charge sits? The Löwdin charges in e are: -0.05 -0.30 -0.37 -0.06 0.17 0.03 -0.09 0.07 0.08 0.08 0.09 0.09 0.10 0.05 0.00 0.13



DFT (ωB97M-V with the def2-TZVPD basis set) results for the molecule C6H9N.

## Properties
* ΔE to the lowest compared entry with this formula, charge and spin: 3.5482 eV
* frontier orbital gap: 7.7 eV
* lowest unoccupied orbital energy: 0.015 Eh
* F_max: 0.5 eV/Å

Geometry as ORCA input:
```
! RIJCOSX wB97M-V def2-TZVPD def2/J DEFGRID3
* xyz 0 1
C 2.60457 -0.26909 -0.26334
C 1.12598 -0.18082 -0.03054
C 0.12423 -1.09066 -0.16852
C -1.10709 -0.32139 0.29083
C -2.42283 -0.51488 -0.48128
C -0.67443 1.08191 0.55591
N 0.61292 1.10456 0.40283
H 3.18830 -0.18762 0.66403
H 2.81229 -1.24895 -0.69784
H 2.97552 0.49407 -0.96217
H -1.23321 -0.70500 1.32384
H -2.96727 0.42495 -0.62653
H -3.08906 -1.21110 0.03493
H -2.19946 -0.93968 -1.46205
H -1.23385 1.95340 0.88151
H 1.18140 1.92605 0.58878
*
```

Want to see where the charge sits? The Löwdin charges in e are: -0.08 -0.38 -0.01 -0.40 -0.07 -0.03 0.10 0.07 0.07 0.07 0.16 0.07 0.07 0.07 0.13 0.16



DFT (ωB97M-V with the def2-TZVPD basis set) results for the molecule C6H9N.

## Properties
* ΔE to the lowest compared entry with this formula, charge and spin: 5.0054 eV
* SMILES: C1[C@H]2N1CC21CC1
* frontier orbital gap: 9.2 eV
* lowest unoccupied orbital energy: 0.039 Eh
* F_max: 1.6 eV/Å

Geometry as ORCA input:
```
! RIJCOSX wB97M-V def2-TZVPD def2/J DEFGRID3
* xyz 0 1
C -0.04883 -2.24138 -0.71725
C -0.65897 -0.61950 -0.86464
N -0.78131 -1.50076 0.24751
C -0.08214 -0.57409 1.15142
C -0.02222 0.48032 0.03786
C 1.01711 1.54332 -0.15795
C -0.37801 1.95188 0.21458
H 0.97572 -2.15699 -1.04583
H -0.44440 -3.28336 -0.79635
H -1.34339 -0.44617 -1.68608
H 0.88571 -0.95047 1.49035
H -0.73403 -0.36670 2.00512
H 1.34217 1.73708 -1.17478
H 1.79952 1.63417 0.59316
H -0.53636 2.33067 1.22879
H -0.99060 2.46196 -0.52592
*
```

Want to see where the charge sits? The Löwdin charges in e are: -0.07 -0.09 -0.13 -0.09 -0.34 -0.10 -0.08 0.07 0.09 0.11 0.12 0.11 0.10 0.10 0.10 0.10



DFT (ωB97M-V with the def2-TZVPD basis set) results for the molecule C6H9N.

## Properties
* ΔE to the lowest compared entry with this formula, charge and spin: 2.7526 eV
* SMILES: C[C@H]1C[C@H]1C1=NC1
* frontier orbital gap: 10.7 eV
* lowest unoccupied orbital energy: 0.039 Eh
* F_max: 0.5 eV/Å

Geometry as ORCA input:
```
! RIJCOSX wB97M-V def2-TZVPD def2/J DEFGRID3
* xyz 0 1
C 1.39367 -0.83320 0.79874
C 1.27228 0.09781 -0.38586
C 0.28319 -0.10343 -1.48320
C -2.10378 -0.02894 0.73124
C 0.10177 1.05446 -0.52347
C -1.04822 0.88110 0.35586
N -1.87277 1.42746 1.12861
H 0.41439 -1.17023 1.15082
H 1.98187 -1.71990 0.54024
H 1.89096 -0.32635 1.63305
H 2.21568 0.53535 -0.70672
H 0.55792 0.10697 -2.51088
H -2.92293 -0.22059 0.03621
H -0.44226 -0.90465 -1.35786
H -1.94075 -0.79752 1.48664
H 0.31228 2.07029 -0.84598
*
```

Want to see where the charge sits? The Löwdin charges in e are: -0.05 -0.29 -0.07 -0.13 -0.18 -0.33 0.17 0.07 0.08 0.08 0.13 0.10 0.08 0.11 0.08 0.14



DFT (ωB97M-V with the def2-TZVPD basis set) results for the molecule C6H9N.

## Properties
* ΔE to the lowest compared entry with this formula, charge and spin: 0.4721 eV
* SMILES: Cc1cc[nH]c1C
* frontier orbital gap: 9.0 eV
* lowest unoccupied orbital energy: 0.039 Eh
* F_max: 1.3 eV/Å

Geometry as ORCA input:
```
! RIJCOSX wB97M-V def2-TZVPD def2/J DEFGRID3
* xyz 0 1
C 1.54890 0.29306 0.77767
C 1.17604 -0.67771 1.65137
N -0.11460 -1.06364 1.36041
C -0.57987 -0.31856 0.29276
C 0.46236 0.45640 -0.14418
C 0.50738 1.29630 -1.36296
C -1.77010 -0.73897 -0.52945
H 2.35823 1.00734 0.78246
H 1.62098 -1.00028 2.57919
H -0.71464 -1.40902 2.09057
H 1.07613 0.80663 -2.16306
H -0.43981 1.54448 -1.83963
H 1.05390 2.22715 -1.20436
H -2.39699 0.13206 -0.70281
H -2.37110 -1.51902 -0.06863
H -1.41681 -1.03621 -1.51934
*
```

Want to see where the charge sits? The Löwdin charges in e are: -0.05 -0.13 0.04 -0.28 -0.28 -0.06 -0.03 0.10 0.10 0.15 0.08 0.07 0.07 0.07 0.07 0.08



DFT (ωB97M-V with the def2-TZVPD basis set) results for the molecule C6H9N.

## Properties
* ΔE to the lowest compared entry with this formula, charge and spin: 7.8641 eV
* SMILES: C=C1C[C@@H]2N[C@H]2C1
* frontier orbital gap: 9.1 eV
* lowest unoccupied orbital energy: 0.034 Eh
* F_max: 6.0 eV/Å

Geometry as ORCA input:
```
! RIJCOSX wB97M-V def2-TZVPD def2/J DEFGRID3
* xyz 0 1
C -0.53876 0.75698 2.11855
C -0.29388 0.43409 0.76381
C -1.28399 0.07919 -0.43808
C -0.21409 0.14174 -1.39790
C 0.87189 -0.71128 -0.82480
C 1.26872 -0.15594 0.46341
H 0.15492 0.68147 2.90752
H -1.55492 0.87080 2.69551
H -2.12311 0.92061 -0.68434
H -1.68017 -0.94679 -0.20368
H 0.19729 1.18514 -1.65131
H 1.21914 -0.39235 -2.78655
H 0.01301 -1.58825 -0.70842
H 1.98839 0.62526 0.72518
H 1.33227 -1.11082 1.21704
N 0.64329 -0.78984 -2.19593
*
```

Want to see where the charge sits? The Löwdin charges in e are: 0.02 -0.21 -0.14 -0.33 -0.36 -0.08 0.02 0.08 0.16 0.13 0.17 0.02 0.18 0.10 0.15 0.08



DFT (ωB97M-V with the def2-TZVPD basis set) results for the molecule C6H9N.

## Properties
* ΔE to the lowest compared entry with this formula, charge and spin: 2.4562 eV
* frontier orbital gap: 9.3 eV
* lowest unoccupied orbital energy: 0.035 Eh
* F_max: 0.5 eV/Å

Geometry as ORCA input:
```
! RIJCOSX wB97M-V def2-TZVPD def2/J DEFGRID3
* xyz 0 1
C -1.14961 0.52552 -0.87657
C -0.01373 0.99501 1.12561
C -0.24783 -0.18103 0.17796
C -0.98929 -1.40534 0.70997
C 1.08814 -0.46248 -0.47039
C 1.90571 0.52798 -0.13401
N 1.21515 1.37711 0.78629
H -2.12824 0.74225 -0.44164
H -1.26763 -0.11935 -1.75394
H -0.71417 1.47872 -1.19143
H -1.28104 -2.04491 -0.13350
H -1.89867 -1.10700 1.24105
H -0.37633 -2.00920 1.38489
H 1.31213 -1.30523 -1.11626
H 2.92277 0.75000 -0.43499
H 1.62264 2.23795 1.12699
*
```

Want to see where the charge sits? The Löwdin charges in e are: -0.06 0.01 -0.58 -0.06 -0.05 -0.09 -0.02 0.08 0.09 0.08 0.08 0.08 0.08 0.12 0.11 0.12



DFT (ωB97M-V with the def2-TZVPD basis set) results for the molecule C6H9N.

## Properties
* ΔE to the lowest compared entry with this formula, charge and spin: 3.6632 eV
* SMILES: CC=C=CN1CC1
* frontier orbital gap: 9.4 eV
* lowest unoccupied orbital energy: 0.039 Eh
* F_max: 1.6 eV/Å

Geometry as ORCA input:
```
! RIJCOSX wB97M-V def2-TZVPD def2/J DEFGRID3
* xyz 0 1
C -1.22933 0.81007 2.63657
C -0.82451 1.22285 1.23238
C -0.78360 0.53174 0.12250
C -0.51395 0.42373 -1.15767
N 0.75606 0.05736 -1.64771
C 0.79229 -1.21161 -2.34728
C 1.38593 -1.07081 -0.99257
H -2.26100 1.09801 2.87791
H -0.59792 1.23480 3.42803
H -1.17715 -0.28077 2.74320
H -1.26492 0.64562 -1.91083
H -0.54128 2.20522 0.84709
H 1.42556 -1.24013 -3.22851
H -0.15833 -1.73642 -2.42531
H 0.83856 -1.50361 -0.15515
H 2.46353 -1.02038 -0.86614
*
```

Want to see where the charge sits? The Löwdin charges in e are: -0.10 -0.16 -0.05 -0.16 -0.10 -0.14 -0.14 0.07 0.07 0.07 0.12 0.11 0.10 0.11 0.10 0.10